1.
Below is a molecular structure, C24H48Cl4N4O12Tl at a distorted geometry, with properties calculated with ωB97M-V/def2-TZVPD.

```
93
Properties=species:S:1:pos:R:3:forces:R:3:mulliken_charge:R:1
Tl -1.69225 -0.07497 -2.25994 1.271 5.648 -2.175 1.285
O -1.48531 0.97739 -0.17819 6.834 0.304 -6.453 0.395
C -0.24542 0.45187 0.30310 1.824 -1.606 -2.180 0.526
C 0.91007 0.05001 -0.73203 0.829 3.193 1.068 -0.923
O 0.62188 -0.46642 -2.05704 -13.884 5.443 9.523 -0.583
H -0.43304 -0.49873 0.80236 -0.139 -0.482 -0.568 0.893
H 0.14506 0.96760 1.18038 -0.088 0.184 -1.846 0.397
H 1.51469 -0.70207 -0.22514 -0.027 0.493 0.494 0.300
H 1.59670 0.88851 -0.84842 -0.420 0.122 -0.120 0.969
C 1.90521 2.10993 1.53390 3.675 1.948 0.594 0.704
C 3.01514 2.00775 2.58757 0.321 0.213 -0.253 -0.477
O 2.37264 1.11980 3.46189 3.018 -1.607 1.692 -0.302
C 1.12456 1.29024 3.43481 -2.839 -1.282 4.291 0.092
O 0.35553 0.91358 4.33562 7.538 0.922 1.344 -0.404
O 0.74705 1.80733 2.24313 1.487 0.862 1.392 0.077
H 2.28943 1.40419 0.79742 -1.188 -0.046 -0.334 -0.442
H 1.89046 3.14941 1.20622 -0.340 -0.734 -0.366 -0.202
H 3.24830 2.85314 3.23493 0.108 0.498 -0.716 0.322
H 3.91091 1.54380 2.17474 0.003 0.172 0.280 0.343
C 1.30303 1.88616 -3.33450 1.206 -0.513 -0.399 -0.160
C 2.61353 1.16085 -2.92670 -0.716 1.712 0.383 0.512
O 3.26648 2.16239 -2.19001 0.958 -1.130 1.239 -0.422
C 2.69934 3.35363 -2.34978 4.915 2.057 -0.482 0.613
O 3.24788 4.36599 -1.98370 0.968 -1.142 -2.236 -0.611
O 1.67787 3.24848 -3.12386 -3.473 -0.062 -1.878 -0.398
H 0.43709 1.56965 -2.75305 0.039 0.648 -0.068 0.367
H 1.14129 1.60057 -4.37392 -0.297 1.140 0.013 0.456
H 3.10724 0.96056 -3.87761 0.744 -0.258 0.627 0.671
H 2.38833 0.27732 -2.32942 2.342 2.507 -0.223 -1.184
C -4.60737 -1.83644 0.04509 0.264 0.110 1.010 -1.922
C -3.48555 -0.77038 -0.04098 -0.564 -3.172 2.533 0.545
O -3.40881 -0.12067 -1.06324 -3.566 2.651 -4.404 -0.688
N -2.54643 -0.56291 0.83684 -3.161 -5.395 3.673 0.709
C -2.26182 -1.25850 2.09299 -1.126 -0.127 -0.417 -0.416
H -4.84391 -2.38188 -0.86849 0.342 0.808 -0.499 0.426
H -5.52296 -1.36174 0.39787 -0.024 0.092 -0.028 0.379
H -4.39850 -2.65761 0.73077 0.231 0.380 0.498 0.430
H -1.79385 0.03186 0.52062 -2.199 -1.185 -0.274 0.912
H -1.54992 -2.06875 1.93547 -0.291 0.022 -0.344 0.638
H -3.10383 -1.69480 2.63035 -0.286 0.235 -0.327 0.374
H -1.79017 -0.55336 2.77741 -1.171 -0.575 -0.873 -0.949
C 3.12199 -2.33236 -1.59953 0.734 1.767 -0.307 -0.707
C 2.88185 -1.91861 -3.00351 0.791 -0.977 -1.808 0.179
O 3.57306 -2.44741 -3.85967 -0.076 0.107 -0.566 -0.684
N 1.90710 -1.02919 -3.29568 6.857 -7.132 -7.186 0.064
C 1.55808 -0.73958 -4.64412 -0.981 -0.861 -0.996 -1.417
H 4.10662 -2.00917 -1.26166 0.153 -0.050 -0.198 0.432
H 3.01786 -3.41243 -1.49607 0.710 0.473 -0.624 0.571
H 2.37746 -1.84317 -0.97146 1.416 0.457 -0.862 -0.223
H 1.41966 -0.57374 -2.53735 4.807 -0.064 -2.978 0.653
H 0.59421 -0.23081 -4.62989 0.237 0.304 -0.189 0.484
H 1.33882 -1.64102 -5.21634 0.304 -0.275 0.054 0.361
H 2.30665 -0.19746 -5.22191 0.026 0.181 0.074 0.390
C -1.79866 -3.90925 -0.59331 -0.116 -0.625 0.913 -1.175
C -1.17851 -2.59603 -0.88894 3.481 -2.528 0.264 0.641
O -1.90783 -1.74428 -1.38119 -0.983 -4.782 0.462 -0.640
N 0.11863 -2.31091 -0.68354 -0.674 -3.707 0.851 0.742
C 1.17407 -3.30887 -0.35635 -2.105 -2.471 1.801 -2.251
H -1.24351 -4.42529 0.19004 -0.204 -0.082 0.045 0.281
H -1.92856 -4.61634 -1.41261 0.626 0.338 -0.492 0.335
H -2.83709 -3.74529 -0.30539 0.188 0.164 0.364 0.288
H 0.45598 -1.43026 -1.04512 -1.019 -2.192 -0.263 -0.986
H 1.30269 -4.10124 -1.09372 -0.499 0.233 -0.387 0.588
H 0.87126 -3.80780 0.56423 0.017 -0.399 -0.537 0.556
H 2.19145 -2.94845 -0.20427 -2.082 -0.480 1.326 0.962
C -3.73517 1.99372 0.47600 -0.473 1.031 -0.146 -0.774
C -3.18746 1.76464 1.88591 -1.910 0.393 1.031 1.272
O -3.93317 1.78763 2.86610 0.275 -0.080 -0.738 -0.734
N -1.86949 1.58085 1.98911 -1.377 -0.261 2.525 0.491
C -1.19888 1.21958 3.23655 -3.979 2.332 -1.719 -0.683
H -4.47090 1.26565 0.13435 -0.235 0.501 0.748 0.381
H -2.97660 1.98237 -0.30665 -0.900 0.426 0.349 0.151
H -4.18870 2.98484 0.46620 -0.176 -0.022 0.163 0.403
H -1.50538 1.24180 1.11015 -0.593 1.948 2.582 -2.187
H -0.57861 0.36375 2.97024 -2.539 2.182 0.294 -2.152
H -1.88686 0.98525 4.04887 -0.286 -0.043 -0.404 0.048
H -0.62013 2.07480 3.58546 -2.306 0.392 -0.746 0.578
Cl 1.80526 -3.66301 3.00928 0.401 -0.683 1.167 -0.118
C 0.87183 -2.40631 2.24103 -0.586 -0.124 -0.319 0.544
C 0.42975 -1.24584 3.07178 2.917 -0.928 0.119 0.282
Cl -0.73288 -1.57218 4.28115 0.226 -1.577 2.119 -0.085
H 0.00501 -2.92257 1.82847 0.243 0.259 -0.136 -0.246
H 1.60267 -2.12464 1.48299 -0.742 0.761 -0.020 -0.432
H 0.06730 -0.40312 2.48308 0.809 -1.774 -0.715 -0.296
H 1.34679 -0.88104 3.53443 -0.213 -0.334 0.322 1.316
Cl -1.45828 5.02096 0.90962 0.168 -0.584 -0.335 -0.207
C -0.83997 3.38465 0.43336 -0.167 1.015 0.397 0.727
C -0.05805 3.39798 -0.83085 0.449 1.015 0.214 0.661
Cl 1.51109 4.27720 -0.51787 -3.716 0.715 1.510 -0.311
H -1.67571 2.68584 0.39709 0.872 2.026 -0.294 0.717
H -0.15828 3.09733 1.23389 -0.916 0.445 -0.392 -0.674
H -0.57081 3.88833 -1.65832 0.158 0.186 0.045 0.835
H 0.22175 2.39774 -1.16148 -0.131 0.334 0.426 -1.203
```
Positions in Å, forces in eV/Å.

Computed properties:
2S+1: 1
F_max: 17.69 eV/A
LUMO: -8.04 eV
Orbital gap: 3.1611 eV
E_HOMO: -11.2 eV
Net charge: +1
Total energy: -110943.98676 eV



2.
Below is a molecular structure, C3H6MgO3 at a distorted geometry, with properties calculated with ωB97M-V/def2-TZVPD.

```
13
Properties=species:S:1:pos:R:3:forces:R:3:lowdin_spin:R:1
C -1.40219 -0.23599 0.72059 1.136 1.394 1.712 0.006
C -0.22176 0.45018 0.86212 -3.100 -2.737 0.876 0.001
O 0.83227 -0.22659 0.21250 -2.108 -1.251 -0.181 0.116
C 1.85803 -0.53827 0.99842 -0.283 0.476 -0.769 0.041
O 2.71643 0.24257 0.34437 2.757 4.586 2.304 0.128
Mg 2.15869 -0.07777 -1.82847 -0.039 0.162 0.386 0.676
H -2.29635 0.24486 1.11910 0.112 -0.456 -0.084 0.000
H -1.36456 -1.31510 0.54939 -0.418 0.593 -0.952 0.000
H 0.02084 0.82441 1.85950 -0.050 1.154 -0.713 0.000
H 2.19928 1.34699 0.82315 2.186 -3.862 -2.109 0.000
H -1.22982 -1.08352 -1.74239 -3.683 4.403 -0.033 0.006
O -1.94125 -0.10605 -1.72899 3.604 -5.043 -0.159 0.018
H -1.32961 0.47427 -2.18929 -0.115 0.579 -0.277 0.007
```
Positions in Å, forces in eV/Å.

Computed properties:
2S+1: 2
F_max: 6.20 eV/A
LUMO (spin up / spin down): -5.39 / -6.05 eV
Orbital gap (spin up / spin down): 6.7889 / 7.2731 eV
E_HOMO (spin up / spin down): -12.2 / -13.3 eV
Relative energy (zero: lowest compared OMol25 entry of this formula, charge and spin): 8.246 eV
Net charge: +1
Total energy: -14779.69562 eV



3.
Below is a molecular structure, C18H17N5O2S4Zr at a distorted geometry, with properties calculated with ωB97M-V/def2-TZVPD.

```
47
Properties=species:S:1:pos:R:3:forces:R:3:nbo_charge:R:1
Zr -0.74715 -0.43608 -0.56298 -0.391 1.051 0.488 2.246
C -5.95205 -2.62437 1.05502 -0.042 -0.047 0.010 -0.753
S -5.34413 -0.94261 0.89878 -0.164 0.069 0.013 0.463
C -3.74896 -1.14557 0.33978 -0.182 0.115 -0.016 -0.061
S -2.98555 0.43671 0.04439 0.354 -0.673 -0.126 -0.164
N -3.24554 -2.33082 0.15226 0.595 -0.003 -0.190 -0.367
N -1.92480 -2.28944 -0.27797 -1.042 -0.262 0.093 -0.423
C -1.35355 -3.39750 -0.55298 0.488 -0.482 -0.191 0.146
C 0.07936 -3.36450 -0.94204 -0.750 0.024 0.263 0.149
C 0.75496 -4.48494 -1.34628 0.301 -0.266 -0.089 -0.187
C 2.10470 -4.36187 -1.68020 -0.111 -0.162 -0.008 -0.075
C 2.71930 -3.12682 -1.59545 0.079 0.037 -0.005 -0.221
C 1.97191 -2.03759 -1.18762 -0.105 0.042 0.032 0.110
N 0.67444 -2.14836 -0.86219 -0.027 -0.359 -0.202 -0.622
H -7.01650 -2.50316 1.24948 0.010 -0.081 0.020 0.261
H -5.47582 -3.13324 1.88876 0.006 0.001 -0.014 0.244
H -5.80422 -3.17516 0.12979 -0.009 0.034 0.011 0.249
H -1.90653 -4.33119 -0.49429 0.079 -0.034 0.034 0.247
H 0.24917 -5.43932 -1.40293 0.005 0.011 0.002 0.262
H 2.66148 -5.23164 -2.00446 0.001 0.019 0.005 0.263
H 3.76258 -2.99615 -1.84528 -0.010 -0.006 0.002 0.267
H 2.41126 -1.05105 -1.11943 -0.016 0.054 0.004 0.234
O 1.33340 4.44341 0.48858 -0.069 -0.153 -0.262 -0.651
C 1.15647 4.39625 -0.84406 0.077 0.147 0.297 0.465
C 1.43855 5.56340 -1.54982 -0.017 -0.004 -0.047 -0.292
C 1.27648 5.59748 -2.91403 0.016 0.091 -0.116 -0.108
C 0.82808 4.47614 -3.62740 0.032 0.071 0.110 -0.244
C 0.55257 3.32403 -2.94449 -0.006 -0.019 0.030 -0.124
C 0.71490 3.25358 -1.54129 -0.061 -0.030 -0.074 -0.289
C 0.44758 2.01215 -0.86874 -0.100 -0.443 -0.729 0.571
O 0.04326 0.95139 -1.66986 0.501 0.771 0.452 -0.821
N 0.59025 1.86043 0.41609 -0.084 -0.248 0.270 -0.433
N 0.32917 0.54989 0.92867 0.810 0.644 -0.198 -0.591
C 0.86527 0.33946 2.11438 -0.309 0.165 -0.149 -0.067
S 1.69610 1.56576 2.94195 0.169 0.272 0.094 0.493
C 2.25160 0.47951 4.28508 -0.045 -0.092 0.087 -0.543
C 1.17928 -0.56768 4.51800 0.080 0.067 0.115 -0.514
S 0.69338 -1.18300 2.88597 -0.091 -0.373 -0.178 0.380
H 1.08216 3.58526 0.86733 0.015 0.043 0.087 0.499
H 1.77916 6.42577 -0.99354 -0.005 -0.004 -0.016 0.248
H 1.49939 6.51444 -3.44478 -0.010 -0.021 -0.005 0.237
H 0.70086 4.52178 -4.69904 0.005 0.014 0.002 0.238
H 0.20618 2.45190 -3.47836 -0.002 -0.029 0.025 0.227
H 2.40861 1.09600 5.16888 -0.021 0.014 -0.008 0.277
H 3.19858 0.03181 3.98724 0.014 -0.001 0.023 0.248
H 0.29070 -0.16113 4.99721 0.032 0.032 0.051 0.252
H 1.55367 -1.41334 5.09187 -0.001 0.001 0.006 0.272
```
Positions in Å, forces in eV/Å.

Computed properties:
2S+1: 1
F_max: 1.22 eV/A
LUMO: -7.80 eV
Orbital gap: 5.5229 eV
E_HOMO: -13.3 eV
Relative energy (zero: lowest compared OMol25 entry of this formula, charge and spin): 0.328 eV
Net charge: +2
Total energy: -75096.24409 eV



4.
Below is C5H6ClN3O2 in the gas phase at a distorted geometry, with properties calculated with ωB97M-V/def2-TZVPD.

```
17
Properties=species:S:1:pos:R:3:forces:R:3:nbo_charge:R:1
O 1.19121 2.30718 1.58916 1.311 -0.171 -0.671 -0.440
N 0.42061 1.39800 1.33998 -2.760 1.029 0.530 0.407
O -0.77579 1.48757 2.10977 -0.088 -2.063 0.426 -0.586
C 0.34426 0.43127 0.46232 1.106 0.854 -0.827 0.056
C 1.45340 0.35538 -0.47312 -2.462 -4.166 -0.109 -0.149
C 1.59465 -0.75706 -1.22950 -2.188 1.029 2.353 -0.252
C 0.56795 -1.82819 -1.05663 1.027 0.850 -0.500 0.102
N -0.48243 -1.74388 -0.32391 1.480 -1.739 -0.821 -0.416
C -0.79267 -0.55498 0.42041 0.378 0.420 -1.053 0.031
N -2.06601 -0.07722 -0.15888 -0.211 1.083 0.436 -0.567
Cl -1.96124 0.53404 -1.82853 0.237 -0.678 1.169 0.062
H -1.10212 2.38162 2.10038 0.385 0.953 -0.324 0.491
H 2.01394 1.16315 -0.57808 2.678 3.416 -0.290 0.220
H 2.35264 -0.84455 -1.93587 1.096 -0.261 -1.155 0.216
H 0.88145 -2.65350 -1.74323 -1.388 -0.118 0.975 0.191
H -0.88945 -0.76015 1.47936 -1.113 -0.609 0.070 0.246
H -2.75039 -0.83869 -0.17363 0.511 0.170 -0.209 0.388
```
Positions in Å, forces in eV/Å.

Computed properties:
2S+1: 1
F_max: 4.84 eV/A
LUMO (spin up / spin down): -0.67 / -0.67 eV
Orbital gap (spin up / spin down): 8.0197 / 8.0196 eV
E_HOMO (spin up / spin down): -8.7 / -8.7 eV
SMILES: [O-]/[N+](O)=C1\C=CC=N[C@@H]1NCl
Relative energy (zero: lowest compared OMol25 entry of this formula, charge and spin): 5.647 eV
Total energy: -26364.13042 eV